C2H5O4P | the ωB97M-V functional and the def2-TZVPD basis

Calculated total energy, eV: -19633.546
Kohn-Sham gap, eV: 8.88
HOMO level, eV: -8.39
Molar mass, g mol⁻¹: 124.03
Energy relative to the best compared isomer or geometry (same formula, charge and spin), kcal/mol: 34.8
SMILES: O=C(CO)P(O)O

Geometry (Å):
P -0.828 0.716 -0.846
O -1.316 2.217 -0.466
O -0.215 -1.762 -0.460
O -0.175 0.948 1.692
O 0.780 0.732 -1.202
C 0.250 -1.377 0.816
C -0.226 0.116 0.849
H 0.519 -2.011 -0.985
H -0.868 2.585 0.292
H 1.340 -1.310 0.732
H -0.336 -1.864 1.676
H 1.076 1.009 -2.097



C2H8N2O2 | the ωB97M-V functional and the def2-TZVPD basis

Calculated total energy, eV: -9269.662
Net charge: +1
Kohn-Sham gap (spin up / spin down), eV: 9.51 / 4.23
HOMO level (spin up / spin down), eV: -13.06 / -13.06
Molar mass, g mol⁻¹: 92.10
⟨S²⟩: 0.755
Multiplicity: 2
Energy relative to the best compared isomer or geometry (same formula, charge and spin), kcal/mol: 21.9

Geometry (Å):
O 0.987 0.699 1.482
O -0.965 -0.276 -1.345
N 3.082 1.174 0.878
N -2.718 -1.560 -0.829
C -2.332 -0.213 -1.131
C 2.086 0.324 1.052
H 3.035 2.124 1.214
H -2.603 0.565 -0.423
H 2.157 -0.755 0.888
H -2.832 0.060 -2.063
H -2.217 -2.339 -1.280
H -3.123 -1.812 0.075
H -0.469 0.104 -0.601
H 3.964 0.855 0.512



C13H15ClN2O | the ωB97M-V functional and the def2-TZVPD basis

Calculated total energy, eV: -31262.750
Kohn-Sham gap, eV: 8.50
HOMO level, eV: -7.96
Molar mass, g mol⁻¹: 250.73
Energy relative to the best compared isomer or geometry (same formula, charge and spin), kcal/mol: 282.5

Geometry (Å):
Cl -3.669 2.386 -0.599
O 1.561 0.125 1.202
N 0.225 -1.842 -0.992
N -1.708 -1.395 -1.512
C 0.329 -0.924 -2.157
C 2.257 -0.692 0.269
C 1.431 -1.902 -0.055
C 1.515 2.286 -0.555
C 0.382 0.637 1.101
C -2.095 1.860 0.073
C -0.942 -0.808 2.591
C -1.049 2.306 -0.557
C -1.122 -0.993 -2.477
C -0.928 -2.079 -0.756
C 0.207 1.822 -0.064
C -1.942 1.038 1.068
C -0.808 0.282 1.594
H -1.149 -0.150 3.532
H 2.417 -0.312 -0.472
H 1.168 -0.706 -2.415
H 1.053 -2.613 0.870
H 1.555 3.418 -0.858
H 2.380 2.150 0.148
H 2.029 -2.558 -0.760
H -1.451 -0.385 -3.179
H 3.193 -0.965 0.788
H -1.690 -1.610 2.577
H 1.796 1.810 -1.693
H -2.916 0.639 1.639
H 0.123 -1.180 2.414
H -0.877 2.947 -1.108
H -1.274 -2.593 0.343



C12H17ClN3O4 | the ωB97M-V functional and the def2-TZVPD basis

Calculated total energy, eV: -37895.383
Net charge: -1
Kohn-Sham gap, eV: 7.90
HOMO level, eV: -5.46
Molar mass, g mol⁻¹: 302.74

Geometry (Å):
Cl 1.941 -1.764 -1.030
O 2.846 -2.568 -1.795
O 2.017 -0.346 -1.306
O 0.655 -2.288 -1.325
O 2.327 -1.912 0.310
N -1.461 1.752 2.520
N 3.488 3.242 4.412
N -0.179 -5.797 -5.801
C 5.468 4.222 3.817
C -4.362 -3.452 -6.476
C -1.897 3.006 2.773
C -2.064 3.189 4.133
C -2.940 -3.744 -6.230
C -1.388 1.136 3.739
C 3.947 3.925 5.529
C -1.847 1.941 4.726
C 4.390 3.386 3.346
C -2.718 -5.253 -6.029
C -1.287 -5.547 -5.928
C 5.126 4.585 5.174
H -1.225 1.408 1.600
H 3.392 3.922 6.456
H -4.636 -3.818 -7.465
H -5.118 -3.798 -5.771
H -2.530 -3.160 -5.406
H 4.188 2.881 2.413
H -2.014 1.662 5.756
H -1.142 0.085 3.724
H -2.050 3.600 1.884
H 2.646 2.691 4.323
H -3.186 -5.574 -5.099
H 5.706 5.249 5.798
H -3.191 -5.685 -6.911
H -4.495 -2.392 -6.695
H -2.425 -3.344 -7.103
H 6.405 4.457 3.332
H -2.386 4.104 4.607



C2H2BrClO | the ωB97M-V functional and the def2-TZVPD basis

Calculated total energy, eV: -86715.678
Kohn-Sham gap, eV: 8.75
HOMO level, eV: -8.69
Molar mass, g mol⁻¹: 157.39
Energy relative to the best compared isomer or geometry (same formula, charge and spin), kcal/mol: 64.3

Geometry (Å):
Br 0.563 -1.976 -0.931
Cl 2.023 -0.596 1.344
O -0.640 1.823 0.370
C 0.009 1.080 -0.243
C 0.479 -0.963 0.642
H -0.115 -1.428 1.455
H 0.519 1.196 -1.336



C19H40HoNP3Se | the ωB97M-V functional and the def2-TZVPD basis

Calculated total energy, eV: -140825.702
Net charge: +3
Kohn-Sham gap (spin up / spin down), eV: 5.83 / 5.97
HOMO level (spin up / spin down), eV: -16.34 / -16.34
Molar mass, g mol⁻¹: 619.35
⟨S²⟩: 6.006
Multiplicity: 5
Energy relative to the best compared isomer or geometry (same formula, charge and spin), kcal/mol: 33.7

Geometry (Å):
Ho -0.239 -1.547 0.542
Se -0.233 1.375 -1.955
P 0.094 1.447 2.182
P 2.517 -0.486 0.423
P -2.770 0.238 0.595
N -0.240 -1.820 2.825
C -1.177 1.828 3.443
C -0.157 -0.884 -5.464
C 0.932 1.551 -4.542
C -0.139 -2.004 5.424
C -0.412 -3.084 -1.245
C -0.438 -0.458 -4.185
C 2.944 -1.439 -1.088
C 3.188 1.177 0.003
C -3.012 2.013 0.165
C -0.167 -1.822 4.001
C -4.186 0.058 1.762
C -0.597 -3.472 -2.566
C 1.542 1.402 3.307
C 0.328 3.149 1.501
C 3.866 -1.051 1.546
C 0.119 0.743 -3.718
C -3.507 -0.570 -0.892
C 0.661 -0.084 -6.294
C 1.188 1.148 -5.866
H -1.230 1.007 4.171
H -4.061 2.244 -0.067
H -0.530 -1.852 -5.782
H -0.903 2.755 3.970
H -2.416 2.253 -0.724
H -4.337 -1.007 1.983
H 1.835 1.717 -6.594
H -0.064 -1.050 5.973
H 1.226 3.164 0.872
H 0.789 -0.468 -7.308
H 3.972 -0.378 2.403
H 0.372 -3.478 -0.547
H 3.364 1.787 0.899
H -0.538 3.419 0.882
H 0.731 -2.632 5.664
H -2.157 1.953 2.973
H 1.431 2.175 4.082
H -3.033 -0.165 -1.799
H 2.642 -2.492 -0.956
H 4.023 -1.394 -1.271
H -1.386 -2.590 -0.890
H 0.435 3.879 2.318
H 2.479 1.713 -0.640
H 2.478 1.574 2.763
H 4.839 -1.123 1.038
H -0.216 -4.323 -3.148
H -4.008 0.561 2.723
H 2.403 -1.025 -1.949
H -1.070 -1.103 -3.605
H -5.140 0.445 1.366
H -2.687 2.680 0.975
H 4.137 1.101 -0.542
H -4.592 -0.390 -0.916
H -3.324 -1.659 -0.852
H -1.057 -2.536 5.716
H 3.615 -2.046 1.933
H -1.407 -3.061 -3.173
H 1.588 0.420 3.794
H 0.357 0.048 -1.497
H 1.332 2.470 -4.142